No. 1
63
Properties=species:S:1:pos:R:3:forces:R:3:lowdin_charge:R:1 method="wB97M-V/def2-TZVPD" smiles="O=C1OC[C@@H](F)O1.O=C1OC[C@@H](F)O1.O=C1OC[C@@H](F)O1.O=C1OC[C@@H](F)O1.C[C@H]1COC(=O)O1.ClCCl.ClCCl" fmax_ev_per_a=1.0 orbital_gap_ev=10.36 e_tot_ev=-110696.167
O 2.2252 0.7857 3.4427 0.001 -0.335 -0.073 0.193
C 2.3324 1.9229 3.7212 -0.239 0.255 -0.230 -0.528
O 1.6080 2.9347 3.1508 0.205 -0.096 0.090 0.019
C 2.1775 4.1630 3.6035 0.158 -0.098 0.069 -0.070
C 2.7632 3.7377 4.9350 0.058 0.137 -0.291 -0.303
F 1.7943 3.6492 5.8939 -0.047 0.236 0.086 0.075
O 3.1967 2.4376 4.6450 -0.079 0.065 0.152 0.140
H 2.9919 4.4303 2.9249 -0.021 0.194 0.054 0.137
H 1.4391 4.9562 3.6591 -0.166 -0.137 0.057 0.140
H 3.5762 4.3577 5.2991 0.125 -0.165 0.098 0.171
O -2.7729 -0.3801 -5.7066 -0.132 0.035 -0.269 0.193
C -2.1294 -0.4344 -4.7205 -0.072 -0.156 0.266 -0.545
O -2.6172 -0.6747 -3.4796 0.098 -0.003 0.000 0.073
C -1.5686 -0.4528 -2.5364 -0.117 0.131 0.204 -0.094
C -0.3143 -0.5697 -3.3768 -0.293 0.320 0.120 -0.295
F 0.1822 -1.8435 -3.3946 0.040 0.002 0.119 0.066
O -0.7777 -0.2569 -4.6626 0.197 0.051 0.064 0.138
H -1.6673 0.5536 -2.1231 0.043 0.026 -0.111 0.081
H -1.6300 -1.1419 -1.6999 0.060 -0.293 -0.207 0.099
H 0.4584 0.1314 -3.0699 0.271 -0.204 -0.181 0.165
O 2.8851 1.3606 -1.3053 0.179 -0.218 -0.344 0.155
C 2.8259 2.5255 -1.1358 0.008 0.077 0.030 -0.546
O 1.9880 3.1232 -0.2721 -0.031 0.161 0.314 0.021
C 2.1028 4.5349 -0.3813 0.151 0.180 -0.231 -0.088
C 3.3197 4.7312 -1.2789 -0.095 -0.076 -0.049 -0.292
F 4.3968 5.1309 -0.5249 -0.054 -0.049 -0.090 0.055
O 3.5619 3.4624 -1.7978 0.161 -0.131 -0.102 0.147
H 1.1857 4.9203 -0.8171 -0.006 0.144 0.028 0.110
H 2.3096 4.9835 0.5869 -0.210 -0.050 0.081 0.123
H 3.2034 5.4235 -2.1086 0.054 0.133 0.094 0.170
O -2.6067 -2.7714 2.8740 0.239 0.037 0.332 0.195
C -3.2861 -2.6787 1.9194 -0.193 -0.095 -0.447 -0.563
O -2.8550 -2.7863 0.6315 -0.127 0.041 0.005 0.018
C -3.9407 -2.4517 -0.2255 -0.641 0.145 0.040 -0.080
C -5.1470 -2.7501 0.6558 0.589 0.298 0.146 -0.300
F -5.4699 -4.0756 0.6328 -0.151 -0.005 -0.186 0.073
O -4.6412 -2.4502 1.9348 0.034 -0.129 -0.167 0.123
H -3.9382 -1.3785 -0.4466 0.155 -0.070 -0.019 0.123
H -3.9397 -3.0112 -1.1567 0.231 -0.213 0.138 0.146
H -6.0240 -2.1445 0.4536 -0.144 -0.086 0.075 0.167
C 0.4077 -4.2316 0.6810 0.910 -0.058 -0.368 -0.017
C 0.4055 -4.8221 -0.7148 -0.070 -0.076 0.274 -0.296
C 1.6776 -4.5409 -1.5368 -0.692 0.375 -0.180 -0.094
O 2.1868 -5.8204 -1.8702 0.087 -0.209 0.271 0.066
C 1.4490 -6.7933 -1.2723 0.083 0.155 -0.128 -0.561
O 1.7214 -7.9488 -1.3139 -0.114 0.042 0.009 0.161
O 0.3772 -6.2639 -0.6482 0.101 0.080 -0.049 0.083
H 1.2305 -4.6740 1.2515 -0.198 -0.151 0.070 0.100
H -0.5372 -4.3779 1.1882 -0.076 0.107 0.121 0.076
H 0.6745 -3.1756 0.5961 -0.458 0.055 0.102 0.033
H -0.4950 -4.4960 -1.2390 0.056 -0.129 -0.130 0.145
H 2.4022 -3.9480 -0.9796 0.165 -0.204 0.057 0.132
H 1.4227 -4.0116 -2.4546 0.160 0.002 -0.025 0.119
Cl -0.7733 4.0528 1.1482 -0.116 0.074 0.306 0.618
C -2.1784 3.9941 0.0909 -0.321 0.105 -0.034 -0.973
Cl -1.7224 3.4148 -1.5162 -0.065 -0.016 -0.131 0.550
H -2.9270 3.3340 0.5149 0.187 -0.211 -0.006 0.029
H -2.6083 4.9847 -0.0094 0.199 0.066 -0.043 0.031
Cl 1.2211 -0.4923 0.4862 0.068 -0.166 -0.058 0.627
C 0.0599 0.8008 0.6721 0.116 0.329 0.054 -1.017
Cl -1.5933 0.1571 0.7786 -0.142 0.275 0.208 0.607
H 0.2915 1.3641 1.5700 -0.107 -0.246 0.132 -0.008
H 0.1092 1.4902 -0.1660 -0.008 -0.261 -0.119 -0.022

=====

No. 2
60
Properties=species:S:1:pos:R:3:forces:R:3:lowdin_charge:R:1 method="wB97M-V/def2-TZVPD" relative_energy_kj_mol=8.9 fmax_ev_per_a=1.8 multiplicity=3 total_charge=-1 orbital_gap_ev="6.52 / 6.52" e_tot_ev=-180990.546
Tm 1.0486 1.0434 -0.6761 -1.683 0.347 -0.358 0.845
N -1.7028 1.1331 -0.8184 -0.155 -0.218 0.063 0.010
C -2.1474 -0.2232 -0.5217 -0.035 0.118 0.315 -0.331
C -3.6528 -0.3204 -0.2355 0.293 -0.304 0.216 -0.134
C -4.1616 -1.7280 0.0891 -0.059 0.028 -0.131 -0.189
C -3.8244 -2.8034 -0.9563 -0.353 0.107 0.490 -0.154
N -2.4131 -3.1224 -1.0858 0.189 0.156 -0.240 0.090
C -1.6001 -3.5447 -0.1190 0.185 -0.842 -0.357 -0.472
N -2.0848 -4.1714 0.9801 -0.279 -0.235 -0.029 0.186
N -0.3031 -3.5815 -0.3747 0.202 -0.023 0.183 0.178
C -1.2172 -0.7835 0.6020 -0.831 0.125 -0.465 -0.585
O -1.6726 -1.5943 1.4161 0.024 0.125 0.377 -0.002
O -0.0194 -0.4188 0.5415 0.379 0.091 0.418 -0.155
H -1.8970 1.7442 -0.0239 0.259 -0.001 -0.169 0.080
H -2.1988 1.5144 -1.6233 0.367 -0.105 0.018 0.081
H -1.9359 -0.7990 -1.4300 0.082 0.202 0.304 0.023
H -4.1912 0.0695 -1.1072 0.049 0.041 0.021 0.116
H -3.8843 0.3238 0.6172 -0.064 0.073 -0.039 0.122
H -5.2504 -1.6894 0.1809 -0.051 -0.094 -0.046 0.109
H -3.7504 -2.0078 1.0571 -0.118 -0.014 -0.029 0.084
H -4.1564 -2.4721 -1.9417 0.029 -0.120 0.006 0.129
H -4.3680 -3.7235 -0.7105 -0.020 0.053 -0.135 0.115
H -1.9376 -2.7174 -1.8833 0.041 -0.078 0.064 0.095
H -3.0422 -3.9539 1.2123 0.132 0.079 0.010 0.096
H -1.4780 -4.1197 1.7860 -0.062 0.143 -0.083 0.118
H 0.0978 -2.9462 -1.1141 -0.322 -0.078 0.211 -0.068
H 0.3250 -3.7798 0.3877 -0.057 0.015 0.131 0.097
O 2.7198 -0.1816 -0.2391 0.738 -0.671 -0.314 -0.440
N 2.6645 -0.9882 0.7918 0.319 -0.374 0.976 -0.223
C 2.6940 -2.3076 0.5980 0.115 -0.624 -0.067 -0.057
C 2.7296 -3.1864 1.6554 -0.045 0.020 -0.200 -0.093
C 2.7496 -2.6737 2.9569 -0.018 0.227 -0.005 -0.087
C 2.6857 -1.3187 3.1427 0.025 -0.458 -0.005 -0.090
C 2.5951 -0.4383 2.0485 0.042 0.645 -0.088 -0.706
S 2.4188 1.2232 2.1536 -0.065 0.286 0.334 0.702
H 2.7102 -2.6180 -0.4381 0.022 0.085 -0.024 0.116
H 2.7684 -4.2484 1.4719 0.044 -0.082 -0.107 0.094
H 2.8232 -3.3412 3.8034 -0.031 -0.039 0.075 0.099
H 2.6951 -0.8781 4.1259 -0.042 0.055 0.058 0.099
S 0.8280 -1.5008 -2.2941 0.370 0.512 -0.429 0.070
S -0.6961 -0.8599 -3.5107 -0.161 0.293 -0.641 -0.091
S 0.0281 0.8619 -4.4233 -0.241 -0.611 -0.312 -0.122
S 0.3375 2.3308 -3.0476 -0.145 0.318 0.117 -0.088
Cl 1.9887 7.7018 2.6334 0.134 0.399 0.157 0.630
C 1.4102 6.1985 2.0020 -0.037 -0.207 -0.118 -0.698
C 2.1567 5.5355 1.0415 -0.078 -0.009 0.078 -0.130
C 1.6895 4.3298 0.5737 -0.479 -0.172 0.397 -0.553
Cl 2.5954 3.3957 -0.5581 0.528 0.499 -0.411 0.715
C 0.4725 3.7333 0.9885 0.343 0.685 0.252 -0.516
O 0.0666 2.6228 0.5158 -0.214 -0.096 -0.114 -0.297
C -0.2350 4.4802 1.9631 0.226 -0.237 -0.245 -0.588
Cl -1.7191 3.8187 2.5344 -0.368 -0.142 0.140 0.696
C 0.2191 5.6733 2.4771 0.214 0.066 -0.139 -0.146
H 3.0831 5.9411 0.6688 0.109 0.065 0.033 0.105
H -0.3441 6.1849 3.2413 -0.051 0.060 0.030 0.099
Cl 4.8653 1.2926 -5.0962 0.394 0.071 -0.152 0.499
C 3.3193 1.0052 -4.2995 -0.362 0.039 -0.015 -1.025
Cl 3.4834 1.1146 -2.5349 0.570 -0.216 -0.436 0.549
H 2.9936 -0.0014 -4.5596 -0.072 0.254 0.200 0.020
H 2.6209 1.7716 -4.6359 0.070 -0.232 0.228 -0.028

=====

No. 3
50
Properties=species:S:1:pos:R:3:forces:R:3:lowdin_charge:R:1 method="wB97M-V/def2-TZVPD" smiles="CN(CCCCNC(=O)c1cc2nc(Cl)ccc2o1)C(=O)[C@](C)(O)CC(F)F" relative_energy_kj_mol=32.2 fmax_ev_per_a=0.9 orbital_gap_ev=8.99 e_tot_ev=-49641.711
C 1.0067 0.9219 0.9385 0.268 0.079 -0.143 -0.014
N -0.1635 0.3284 1.5580 -0.022 0.012 0.142 -0.059
C -0.7063 -0.8246 0.8609 0.106 -0.765 -0.120 -0.169
C -1.6862 -0.4433 -0.2408 0.174 0.241 -0.344 -0.172
C -2.1485 -1.6129 -1.1078 -0.104 -0.112 0.215 -0.174
C -1.0273 -2.4925 -1.6599 -0.092 -0.105 0.038 -0.174
N -0.0834 -1.7310 -2.4571 0.189 0.061 -0.187 0.084
C 1.2111 -1.5265 -2.1006 -0.335 0.164 0.531 -0.419
O 1.7277 -2.0049 -1.1085 0.117 -0.108 -0.126 0.078
C 1.9538 -0.5912 -2.9831 0.011 0.052 -0.173 -0.158
C 1.7580 -0.2173 -4.2656 -0.080 -0.071 -0.189 0.082
C 2.8376 0.6729 -4.5802 0.168 0.099 0.186 -0.210
N 3.1402 1.3238 -5.7079 0.018 0.049 -0.033 0.116
C 4.2156 2.0723 -5.6461 -0.213 -0.255 0.170 -0.737
Cl 4.6418 2.9304 -7.0871 0.078 0.113 -0.132 0.673
C 5.0350 2.2225 -4.5177 0.197 0.119 0.067 -0.082
C 4.7297 1.5511 -3.3501 -0.081 -0.009 -0.047 0.041
C 3.5977 0.7625 -3.4121 -0.213 -0.043 -0.136 -0.196
O 3.0541 -0.0019 -2.4331 0.113 -0.118 0.066 0.124
C -0.6128 0.8425 2.7238 0.101 0.428 -0.291 -0.393
O -0.0617 1.7895 3.2742 -0.202 -0.191 0.136 0.053
C -1.8275 0.1874 3.3977 0.000 -0.560 0.234 -0.437
C -1.2616 -0.8798 4.3446 0.139 -0.073 0.180 0.009
O -2.6619 -0.4289 2.4105 -0.495 0.341 0.658 -0.037
C -2.6120 1.2510 4.1533 -0.020 0.365 -0.123 -0.044
C -3.5943 0.7190 5.1557 0.020 0.180 0.099 -0.371
F -4.3510 1.7440 5.6392 0.037 -0.040 0.030 0.057
F -4.4798 -0.1743 4.5903 -0.005 -0.091 -0.135 0.038
H 1.3645 1.7598 1.5267 -0.127 -0.002 0.075 0.085
H 1.8079 0.1828 0.8566 -0.078 -0.023 -0.038 0.097
H 0.7665 1.2809 -0.0662 -0.007 -0.051 0.003 0.090
H 0.1426 -1.3703 0.4460 0.087 0.181 -0.065 0.100
H -1.1834 -1.5108 1.5613 0.199 0.138 -0.227 0.119
H -2.5533 0.0417 0.2072 0.075 -0.050 -0.073 0.106
H -1.2069 0.3056 -0.8810 0.024 -0.008 -0.019 0.108
H -2.8204 -2.2532 -0.5272 0.049 -0.045 -0.006 0.117
H -2.7533 -1.2262 -1.9339 0.029 -0.003 -0.017 0.111
H -0.4720 -2.9728 -0.8560 0.082 0.088 -0.050 0.118
H -1.4474 -3.2977 -2.2674 -0.034 0.048 -0.031 0.120
H -0.4542 -1.1735 -3.2094 0.019 -0.013 0.012 0.137
H 0.9786 -0.5481 -4.9317 0.018 -0.016 -0.005 0.125
H 5.9002 2.8665 -4.5782 -0.011 -0.012 -0.001 0.103
H 5.3260 1.6326 -2.4522 0.038 0.033 -0.029 0.129
H -0.6467 -0.4208 5.1223 -0.015 0.048 -0.074 0.105
H -2.0530 -1.4511 4.8322 -0.068 0.019 -0.094 0.088
H -0.6342 -1.5828 3.7978 -0.014 0.000 -0.050 0.091
H -3.4944 -0.6514 2.8426 -0.063 0.032 0.056 0.100
H -1.9307 1.9094 4.6911 0.100 -0.079 -0.015 0.137
H -3.1393 1.8758 3.4298 -0.110 -0.029 0.008 0.150
H -3.1286 0.2134 6.0007 -0.066 -0.024 0.067 0.154

=====

No. 4
49
Properties=species:S:1:pos:R:3:forces:R:3:lowdin_charge:R:1 method="wB97M-V/def2-TZVPD" smiles="C[C@H](Cl)CNS(=O)(=O)F.c1ccncc1.c1ccncc1.c1ccncc1" fmax_ev_per_a=1.7 orbital_gap_ev=9.95 e_tot_ev=-55152.385
C 1.1225 -4.8545 -0.2756 -0.679 -0.177 -0.210 -0.133
C 1.1389 -3.3327 -0.1524 0.724 -0.442 -0.251 -0.640
Cl 2.3812 -2.7338 -1.3663 -0.453 0.239 0.133 0.571
C 1.5945 -2.7681 1.2085 -0.577 0.426 -0.677 -0.264
N 1.2267 -3.6067 2.3690 0.107 -0.286 0.975 -0.111
S 2.5279 -4.3734 3.0165 1.500 -0.130 -0.876 0.565
O 3.6374 -3.5194 3.2220 -0.056 0.860 0.808 -0.258
O 2.8277 -5.5357 2.2902 -0.532 -1.280 -0.724 -0.228
F 2.0518 -4.8438 4.4140 -0.895 0.464 0.120 -0.116
H 1.0096 -5.3721 0.6720 0.004 0.157 0.117 0.051
H 2.0050 -5.2442 -0.7704 0.180 0.075 0.109 0.061
H 0.2645 -5.1368 -0.8862 0.034 -0.064 -0.096 0.076
H 0.1989 -2.8828 -0.4848 0.263 -0.047 0.255 0.063
H 1.0877 -1.8155 1.3435 0.108 0.107 0.074 0.112
H 2.6512 -2.5270 1.1542 0.097 -0.202 0.325 0.060
H 0.7406 -3.0886 3.0932 0.006 0.021 -0.081 0.116
C -3.2551 1.0132 -1.1194 -0.156 0.128 -0.005 -0.077
C -2.7007 0.3272 -2.1865 0.030 -0.001 0.030 -0.067
C -1.6262 -0.5134 -1.9410 0.162 -0.132 -0.044 -0.147
N -1.0904 -0.7002 -0.7350 -0.168 0.088 0.054 0.054
C -1.6377 -0.0285 0.2784 0.129 -0.100 0.038 -0.155
C -2.7143 0.8332 0.1428 0.040 -0.020 -0.022 -0.070
H -4.0966 1.6790 -1.2708 0.002 -0.011 -0.034 0.088
H -3.0926 0.4406 -3.1881 0.004 -0.017 -0.003 0.104
H -1.1620 -1.0721 -2.7468 -0.032 0.028 -0.037 0.106
H -1.1810 -0.1955 1.2487 -0.049 0.052 0.031 0.098
H -3.1171 1.3497 1.0033 0.019 -0.009 0.013 0.102
C 6.4619 0.2867 1.0938 0.079 0.001 -0.017 -0.082
C 6.1437 -0.6486 2.0639 -0.023 0.073 -0.079 -0.061
C 4.8046 -0.9250 2.2985 -0.076 0.068 0.147 -0.146
N 3.8037 -0.3355 1.6417 0.158 0.082 -0.010 0.058
C 4.1301 0.5623 0.7125 -0.157 -0.026 -0.002 -0.154
C 5.4351 0.9072 0.4002 0.018 -0.011 0.024 -0.076
H 7.4954 0.5290 0.8799 -0.005 0.000 -0.004 0.104
H 6.9147 -1.1556 2.6274 -0.024 -0.022 0.014 0.103
H 4.5058 -1.6502 3.0438 0.162 0.125 -0.067 0.073
H 3.2948 1.0241 0.1966 0.044 0.017 -0.053 0.103
H 5.6410 1.6422 -0.3659 -0.026 0.002 -0.004 0.099
C -5.3587 6.4307 -1.7401 0.001 0.082 0.027 -0.081
C -6.5339 5.7061 -1.6330 0.024 0.002 -0.009 -0.074
C -6.5304 4.3834 -2.0477 -0.046 -0.157 -0.041 -0.155
N -5.4609 3.7663 -2.5483 0.054 0.125 0.092 0.047
C -4.3402 4.4812 -2.6446 0.022 -0.150 -0.065 -0.161
C -4.2350 5.8075 -2.2561 -0.021 0.002 0.000 -0.072
H -5.3192 7.4660 -1.4262 0.000 -0.004 -0.001 0.106
H -7.4342 6.1550 -1.2366 -0.012 -0.024 -0.002 0.101
H -7.4274 3.7777 -1.9793 -0.033 0.054 0.023 0.103
H -3.4859 3.9545 -3.0569 0.042 0.056 0.018 0.102
H -3.2974 6.3368 -2.3563 0.010 -0.023 -0.013 0.102

=====

No. 5
46
Properties=species:S:1:pos:R:3:forces:R:3:lowdin_charge:R:1 method="wB97M-V/def2-TZVPD" smiles=Oc1cccc(F)c1-n1nc(OC2CCNCC2)c2c1CCCC2 relative_energy_kj_mol=330.0 fmax_ev_per_a=3.0 orbital_gap_ev=9.25 e_tot_ev=-30302.887
O -2.5306 2.9601 0.6110 2.247 1.688 0.361 0.071
C -1.2244 3.4889 0.7580 -1.390 -0.325 -0.073 -0.215
C -1.0986 4.8240 1.0508 2.360 1.197 -0.226 -0.016
C 0.2069 5.4016 1.1440 -0.102 -1.785 0.154 -0.015
C 1.3773 4.5206 0.9997 0.065 2.359 0.980 -0.017
C 1.1924 3.1780 0.9559 -0.189 -2.045 -0.755 -0.152
F 2.2328 2.2057 1.0736 -1.881 2.288 -0.416 0.025
C -0.0999 2.6833 0.7032 0.146 0.143 0.982 -0.118
N -0.3514 1.3328 0.5925 -0.239 -2.020 1.731 -0.077
N -0.4112 0.7489 -0.6242 0.267 -0.074 0.012 0.189
C -0.5774 -0.5124 -0.3560 -0.048 -1.382 -2.235 -0.268
O -0.6082 -1.4525 -1.3824 0.004 0.610 -0.091 -0.001
C -0.0993 -1.0465 -2.7060 1.361 -0.483 -0.575 -0.306
C 1.4217 -0.8774 -2.6902 -0.870 1.552 0.097 -0.152
C 2.0197 -2.1934 -2.5009 0.648 -2.197 0.017 -0.255
N 1.7515 -3.2019 -3.5588 -1.417 1.375 -0.372 -0.053
C 0.2880 -3.4328 -3.6643 -0.974 -2.001 1.993 -0.234
C -0.5041 -2.0771 -3.7996 0.111 -0.912 0.666 -0.094
C -0.7026 -0.7964 1.0292 0.564 -2.316 -0.731 -0.109
C -0.5207 0.3752 1.6207 0.248 2.653 1.225 -0.127
C -0.5770 0.5835 3.1442 -0.942 1.125 0.819 -0.082
C -0.3508 -0.7774 3.9507 -1.347 1.147 -0.785 -0.185
C -1.1544 -1.8495 3.2634 0.751 -2.378 -0.181 -0.222
C -0.7300 -2.1103 1.7832 0.370 0.783 0.703 -0.110
H -2.3700 2.0341 0.5002 -0.213 -1.279 -0.265 0.071
H -1.9974 5.3833 1.1258 -0.461 0.671 0.240 0.107
H 0.2942 6.4657 1.4752 0.195 -1.096 -0.756 0.114
H 2.4258 4.8844 1.0252 -0.977 0.022 0.226 0.124
H -0.4441 -0.1038 -3.0367 -1.212 1.052 0.217 0.116
H 1.6787 -0.0832 -1.9063 -0.004 -1.332 -1.004 0.138
H 1.7688 -0.5314 -3.6861 -0.442 0.229 0.469 0.135
H 1.7293 -2.6437 -1.5725 -0.206 -0.002 1.034 0.111
H 3.0598 -2.0953 -2.5189 1.855 0.146 0.332 0.096
H 2.2911 -4.0354 -3.3398 -0.522 0.077 -0.128 0.105
H -0.1303 -4.0238 -2.8196 0.451 0.826 0.886 0.100
H 0.0692 -4.2904 -4.3275 0.184 1.266 -1.209 0.106
H -0.1070 -1.8895 -4.8005 -0.582 1.587 0.064 0.111
H -1.6377 -2.0099 -3.7262 1.353 -1.180 -0.619 0.136
H -1.5093 1.2762 3.4188 1.558 -1.957 -0.437 0.156
H 0.2369 1.1421 3.5691 0.581 0.944 -0.615 0.086
H -0.6960 -0.7556 5.0061 0.260 0.586 -0.615 0.116
H 0.7348 -0.9426 3.9665 -0.303 -0.288 -0.182 0.116
H -2.2191 -1.6357 3.2807 -0.140 0.220 0.200 0.112
H -0.9906 -2.8121 3.8426 -0.408 0.863 -0.715 0.123
H 0.3034 -2.5413 1.8333 -0.889 0.092 -0.463 0.132
H -1.4402 -2.7670 1.2931 0.180 -0.448 0.039 0.111